1.
{"formula": "C9H26O4", "method": "ωB97M-V with the def2-TZVPD basis set", "largest_force_ev_per_a": 1.99, "energy_ha": -659.424988, "smiles": "CC(C)O.CC(C)O.CC(C)O.O", "gap_ev": 10.76, "species": ["C", "C", "C", "O", "H", "H", "H", "H", "H", "H", "H", "H", "C", "C", "C", "O", "H", "H", "H", "H", "H", "H", "H", "H", "C", "C", "C", "O", "H", "H", "H", "H", "H", "H", "H", "H", "O", "H", "H"], "coordinates": [[-0.6378, -0.3105, 2.7216], [-0.0612, -1.6195, 2.2292], [1.4001, -1.4154, 1.8030], [-0.0932, -2.6258, 3.2275], [-1.7314, -0.4288, 2.7691], [-0.4360, 0.5847, 2.1411], [-0.3287, -0.1431, 3.7584], [-0.5773, -1.9460, 1.3204], [1.5329, -0.7445, 0.9541], [1.7762, -2.4100, 1.5547], [1.9972, -0.9823, 2.6090], [-0.7817, -2.3681, 3.8498], [2.2390, 2.1407, -0.3145], [2.1842, 3.1110, -1.4739], [1.2219, 2.5810, -2.5526], [1.6907, 4.3560, -0.9344], [2.9255, 2.3539, 0.5009], [2.3844, 1.1528, -0.7592], [1.2524, 2.1064, 0.1599], [3.1591, 3.3528, -1.9117], [1.3390, 3.1914, -3.4503], [0.2163, 2.6986, -2.1548], [1.5227, 1.5608, -2.7846], [1.6623, 5.0072, -1.6444], [-0.4939, -1.1321, -1.6126], [-1.4855, -1.3601, -2.7372], [-2.2246, -0.0722, -3.1123], [-0.8048, -1.8783, -3.8756], [0.4031, -0.5930, -1.9336], [-0.1096, -2.1180, -1.3314], [-0.9183, -0.6103, -0.7554], [-2.2373, -2.0711, -2.3963], [-3.1485, -0.3249, -3.6505], [-1.7087, 0.5529, -3.8414], [-2.5663, 0.4509, -2.2189], [-0.1176, -1.2486, -4.1136], [-2.9219, -3.2895, 6.5297], [-2.8039, -2.9918, 7.4389], [-2.7188, -2.5171, 5.9921]]}


2.
{"formula": "C9H26O6", "method": "ωB97M-V with the def2-TZVPD basis set", "largest_force_ev_per_a": 3.86, "energy_ha": -809.770696, "smiles": "COCCOC.COCCOC.CO.O", "gap_ev": 9.77, "species": ["C", "O", "C", "C", "O", "C", "H", "H", "H", "H", "H", "H", "H", "H", "H", "H", "C", "O", "C", "C", "O", "C", "H", "H", "H", "H", "H", "H", "H", "H", "H", "H", "C", "O", "H", "H", "H", "H", "O", "H", "H"], "coordinates": [[-2.8155, 1.2349, -1.1691], [-2.4846, 0.3152, -0.1509], [-3.6559, -0.2602, 0.5379], [-3.1677, -1.1975, 1.6153], [-2.5695, -2.4568, 1.2682], [-3.4405, -3.5312, 0.8551], [-3.3983, 0.8624, -2.0115], [-1.9078, 1.7107, -1.5404], [-3.5206, 1.9978, -0.8391], [-4.3212, -0.6962, -0.2073], [-4.2774, 0.5018, 1.0082], [-4.0016, -1.4468, 2.2715], [-2.3549, -0.6995, 2.1439], [-3.8545, -4.0370, 1.7274], [-2.9003, -4.2933, 0.2933], [-4.2032, -3.0516, 0.2416], [4.5469, -0.6908, -2.0858], [3.4749, 0.1937, -2.2596], [2.6375, 0.4511, -1.2118], [1.4235, 1.3813, -1.6043], [1.7675, 2.7428, -1.5073], [0.7124, 3.5668, -1.7622], [5.2567, -0.4243, -1.3027], [5.1149, -0.7446, -3.0145], [4.2257, -1.6811, -1.7627], [3.2522, 0.9004, -0.4318], [2.2189, -0.4531, -0.7700], [0.7801, 1.3174, -0.7267], [0.9527, 0.9699, -2.4972], [0.8558, 4.5963, -1.4340], [-0.2413, 3.3881, -1.2655], [0.5471, 3.6062, -2.8389], [2.7598, 0.2356, 3.1153], [2.3259, 0.5146, 1.8528], [3.1953, -0.7618, 3.1765], [3.3095, 0.8736, 3.8073], [1.7500, 0.1639, 3.5194], [1.7221, -0.1916, 1.6114], [0.4651, -1.7044, 1.2207], [-0.2242, -1.2921, 1.7414], [0.0444, -1.9107, 0.3860]]}


3.
{"formula": "C9H27Be2ClN3O5", "method": "ωB97M-V with the def2-TZVPD basis set", "charge": 6, "largest_force_ev_per_a": 3.16, "energy_ha": -1385.603627, "s2": 1.74, "gap_ev": [2.55, 4.25], "multiplicity": 2, "species": ["Be", "Be", "N", "H", "H", "H", "H", "N", "H", "H", "H", "H", "Cl", "O", "O", "O", "O", "C", "C", "C", "C", "C", "C", "N", "O", "C", "C", "C", "H", "H", "H", "H", "H", "H", "H", "H", "H", "H", "H", "H", "H", "H", "H", "H", "H", "H", "H"], "coordinates": [[0.0530, 4.2471, 5.9756], [4.2286, 5.9594, 1.0779], [-1.6465, 7.5303, 0.7961], [-1.5673, 6.7223, 0.1953], [-0.7226, 7.8841, 0.9996], [-2.2465, 7.2893, 1.5721], [-2.0892, 8.3321, 0.3704], [0.3709, -0.0364, 2.1311], [0.2681, -0.4502, 1.2156], [1.1546, -0.4270, 2.6344], [-0.4963, -0.1698, 2.6314], [0.4530, 0.9418, 1.8934], [0.5838, 4.0070, 1.6792], [0.1788, 3.7828, 3.0837], [-0.4187, 4.6902, 0.9493], [1.9560, 4.6233, 1.5754], [0.7803, 2.7160, 1.0403], [-1.7881, -3.4909, -0.9721], [-0.6034, -3.0524, -0.0631], [0.6007, -4.0274, -0.3046], [1.4187, -3.5543, -1.6725], [1.6813, -2.1449, -1.8706], [0.5027, -1.2128, -1.6227], [-0.2077, -1.6439, -0.3993], [-1.1710, -0.6636, 0.0259], [1.1013, 0.1956, -1.4074], [-0.4400, -1.1650, -2.8417], [-0.9524, -3.1051, 1.4418], [-2.6238, -2.8005, -1.0863], [-2.3610, -4.3302, -0.5779], [-1.5111, -3.6893, -2.0075], [1.3620, -3.8726, 0.4599], [0.2710, -5.0543, -0.4623], [0.7124, -3.8990, -2.4278], [2.3404, -4.1244, -1.7890], [2.0952, -2.0263, -2.8720], [2.4949, -1.8884, -1.1922], [1.9297, 0.3531, -2.0981], [0.4477, 1.0651, -1.3383], [1.6399, 0.3418, -0.4711], [-0.9800, -2.0738, -3.1070], [-1.3409, -0.5963, -2.6117], [-0.1765, -0.7140, -3.7985], [-2.0004, -2.8054, 1.4433], [-0.4079, -2.4441, 2.1161], [-0.8747, -4.1108, 1.8546], [-1.9991, -1.1084, -0.1686]]}


> What is the formula in the second record?

C9H26O6


> What is the formula in the second record?

C9H26O6